82
Properties=species:S:1:pos:R:3:forces:R:3:mulliken_charge:R:1 method="wB97M-V/def2-TZVPD" max_force_ev_per_a=1.036 lumo_ev="0.152 / -1.944" orbital_gap_ev="5.89 / 5.18" s_squared=2.03 homo_ev="-5.74 / -7.12" multiplicity=3 total_energy_ha=-5098.85058
Au 0.448 -0.374 1.555 0.3 0.2 0.0 1.14
Br -2.652 -5.373 -3.751 0.1 0.1 0.1 -0.20
C -1.648 -4.421 -2.447 -0.1 0.0 -0.1 -0.22
C -1.153 -5.079 -1.343 -0.1 -0.3 0.0 -1.10
C -0.445 -4.355 -0.406 -0.1 0.2 -0.1 -0.35
C -0.155 -2.983 -0.530 -0.7 -0.5 -0.5 -0.20
C -0.689 -2.331 -1.693 0.3 -0.6 0.3 -0.11
C -1.433 -3.074 -2.618 -0.1 -0.1 0.2 -0.79
N 0.573 -2.375 0.496 0.4 0.9 0.2 -0.36
C 1.286 -3.201 1.280 0.1 -0.1 -0.2 -0.38
C 1.802 -2.871 2.534 0.2 0.0 0.2 0.49
C 2.479 -3.819 3.350 0.1 0.0 0.0 -1.08
C 3.057 -3.424 4.521 0.0 0.0 0.0 -0.23
C 2.976 -2.072 4.914 0.0 0.0 0.0 -0.90
C 2.236 -1.221 4.126 0.1 0.1 0.2 0.41
N 1.650 -1.599 2.994 -0.4 -0.1 0.0 -0.29
H -1.328 -6.137 -1.208 0.0 0.0 0.1 0.42
H -0.120 -4.878 0.482 -0.2 0.0 -0.1 0.73
H 0.226 -0.514 -1.472 0.0 0.1 0.2 -0.13
H -1.823 -2.569 -3.490 0.0 0.0 0.0 0.79
H 1.505 -4.197 0.910 0.1 0.1 0.1 0.80
H 2.510 -4.853 3.030 0.1 0.0 0.0 0.40
H 3.565 -4.138 5.156 0.0 0.0 -0.1 0.41
H 3.464 -1.714 5.809 -0.1 0.0 0.0 0.42
H 2.104 -0.181 4.402 0.0 0.0 0.0 -0.02
C 1.952 -0.362 -3.898 -0.1 0.0 -0.1 -1.48
C 0.679 -0.576 -4.715 0.0 -0.1 0.2 0.66
C 0.455 -2.068 -4.992 0.1 0.1 -0.1 -1.25
C -0.604 0.057 -4.177 0.0 -0.1 0.0 0.69
C -1.267 0.914 -5.047 0.0 0.0 -0.1 -1.16
C -2.534 1.384 -4.762 -0.1 0.1 -0.1 -1.28
C -3.154 0.991 -3.596 0.0 0.0 0.0 -1.15
C -2.524 0.176 -2.655 0.0 0.1 0.0 0.78
C -3.397 -0.139 -1.438 0.1 -0.3 0.1 0.71
C -2.728 -0.122 -0.065 0.0 0.2 0.0 -1.04
C -4.196 -1.440 -1.616 0.0 0.2 -0.1 -1.62
C -1.219 -0.271 -2.948 0.0 0.2 -0.1 -0.75
N -0.460 -1.024 -2.005 0.2 0.5 0.4 1.99
H 2.816 -0.679 -4.488 0.0 0.0 0.0 0.46
H 1.948 -0.938 -2.976 0.0 0.0 0.1 0.18
H 2.078 0.689 -3.649 0.1 0.1 0.1 0.33
H 0.851 -0.099 -5.685 -0.1 0.0 0.0 0.54
H 0.426 -2.640 -4.067 0.0 0.0 -0.1 0.12
H 1.264 -2.463 -5.611 0.0 0.0 0.0 0.49
H -0.483 -2.224 -5.529 0.0 -0.1 0.0 0.30
H -0.789 1.197 -5.977 0.0 0.0 0.0 0.36
H -3.049 2.041 -5.452 0.0 0.0 0.0 0.42
H -4.160 1.337 -3.386 0.0 0.0 0.0 0.42
H -4.137 0.666 -1.422 0.1 0.0 0.0 0.68
H -2.007 -0.928 0.059 0.0 0.0 0.0 -0.11
H -3.491 -0.249 0.708 0.0 0.0 0.0 0.47
H -2.232 0.833 0.110 0.1 0.0 0.0 0.01
H -3.580 -2.312 -1.416 0.1 -0.1 0.0 0.26
H -4.597 -1.521 -2.627 0.0 0.0 0.0 0.33
H -5.033 -1.452 -0.914 0.0 0.0 0.0 0.50
S 1.665 1.459 0.339 -0.4 -0.4 -0.1 -0.68
C 0.680 2.864 -0.105 0.1 -0.1 0.1 1.24
C -0.570 3.127 0.448 0.0 0.1 -0.1 -0.44
C -1.289 4.244 0.050 0.0 0.0 0.0 -0.80
C -0.760 5.128 -0.877 -0.1 0.1 0.0 -0.52
C 0.504 4.894 -1.396 0.1 0.0 -0.1 -0.51
C 1.221 3.770 -1.020 0.0 0.0 0.0 -0.76
H -0.972 2.469 1.202 0.0 -0.1 0.0 0.19
H -2.267 4.425 0.480 0.0 0.0 0.0 0.41
H -1.328 5.994 -1.191 0.0 0.0 0.0 0.39
H 0.939 5.591 -2.102 0.0 0.0 0.0 0.38
H 2.214 3.594 -1.414 0.0 0.0 -0.1 0.40
S -0.614 0.953 3.429 0.0 -0.3 -0.3 -0.63
C 0.575 1.957 4.146 -0.2 -0.1 0.1 0.55
N 1.582 2.479 3.479 0.3 -0.1 -0.5 0.39
C 2.624 3.305 4.074 0.1 0.0 0.1 -0.64
C 2.715 3.038 5.567 -0.1 0.0 0.0 -0.54
C 1.317 3.145 6.159 0.1 0.1 0.0 -0.67
N 0.444 2.220 5.456 0.1 0.2 -0.1 -0.16
H 1.693 2.213 2.485 -0.2 0.0 0.2 -0.31
H 2.407 4.360 3.885 0.0 0.0 0.0 0.35
H 3.562 3.063 3.573 0.0 0.0 0.0 0.34
H 3.381 3.756 6.042 0.0 0.0 0.0 0.36
H 3.107 2.034 5.741 0.0 0.0 0.0 0.24
H 0.951 4.172 6.054 0.0 0.0 0.1 0.27
H 1.315 2.891 7.218 0.0 0.0 0.0 0.40
H -0.359 1.827 5.916 0.0 -0.1 0.0 0.23

---

85
Properties=species:S:1:pos:R:3:forces:R:3:mulliken_charge:R:1 method="wB97M-V/def2-TZVPD" max_force_ev_per_a=0.212 lumo_ev=-4.784 orbital_gap_ev=7.81 homo_ev=-12.60 total_energy_ha=-2882.58445 total_charge=+2
Ca 0.729 0.306 0.752 -0.1 -0.1 0.0 2.21
C -0.696 -0.268 3.597 0.0 0.0 0.0 -0.37
N 0.449 -0.904 2.936 0.0 0.0 0.0 0.54
C 0.130 -2.291 2.587 0.0 0.0 0.0 -0.28
C 1.137 -2.870 1.621 -0.1 -0.1 0.0 0.48
C 1.395 -4.233 1.603 0.1 0.0 0.0 -1.04
C 2.310 -4.731 0.691 0.0 0.0 0.0 -0.53
C 2.947 -3.847 -0.168 0.0 0.0 0.0 -0.97
C 2.624 -2.505 -0.086 0.0 0.0 0.0 -0.67
N 1.729 -2.019 0.779 0.0 0.0 0.0 0.57
C 1.674 -0.834 3.748 0.0 0.0 0.0 -1.01
C 2.517 0.406 3.541 0.0 0.0 0.0 0.69
C 3.172 0.985 4.617 0.0 0.0 0.0 -1.11
C 4.037 2.045 4.394 0.0 0.0 0.0 -0.46
C 4.221 2.495 3.098 0.0 0.0 0.0 -0.98
C 3.513 1.874 2.084 0.0 0.0 0.0 -0.10
N 2.674 0.855 2.288 0.0 0.0 0.0 0.22
C -0.531 1.226 3.706 0.0 0.0 0.0 0.63
C -0.745 1.887 4.904 0.0 0.0 0.0 -1.08
C -0.616 3.267 4.946 0.0 0.0 0.0 -0.45
C -0.274 3.938 3.786 0.0 0.0 0.0 -0.93
C -0.074 3.198 2.633 0.0 0.0 0.0 -0.07
N -0.198 1.871 2.578 0.0 0.0 0.0 0.29
H -0.872 -0.696 4.592 0.0 0.0 0.0 0.43
H -1.578 -0.471 2.984 0.0 0.0 0.0 -0.03
H -0.850 -2.290 2.103 0.0 0.0 0.0 -0.39
H 0.066 -2.931 3.476 0.0 0.0 0.0 0.53
H 0.896 -4.887 2.305 0.0 0.0 0.0 0.53
H 2.533 -5.788 0.660 0.0 0.0 0.0 0.46
H 3.685 -4.187 -0.881 0.0 0.0 0.0 0.48
H 3.104 -1.783 -0.735 0.0 0.0 0.0 0.68
H 2.304 -1.684 3.477 0.0 0.0 0.0 0.54
H 1.439 -0.945 4.813 0.0 0.0 0.0 0.26
H 3.010 0.603 5.616 0.0 0.0 0.0 0.47
H 4.560 2.509 5.219 0.0 0.0 0.0 0.45
H 4.892 3.311 2.872 0.0 0.0 0.0 0.46
H 3.620 2.209 1.058 0.0 0.0 0.0 0.34
H -1.008 1.326 5.790 0.0 0.0 0.0 0.50
H -0.778 3.806 5.870 0.0 0.0 0.0 0.45
H -0.160 5.013 3.766 0.0 0.0 0.0 0.46
H 0.202 3.694 1.711 0.0 0.0 0.0 0.09
C -3.803 -1.486 0.648 0.0 0.0 0.0 -1.29
C -3.162 -1.601 -0.699 0.1 0.0 0.0 0.31
N -3.833 -2.147 -1.690 0.0 0.1 0.1 -0.49
C -3.270 -2.248 -2.914 0.0 0.0 0.0 -1.30
C -2.016 -1.775 -3.194 0.0 0.0 0.0 1.24
C -1.492 -1.927 -4.605 0.0 0.0 0.0 -1.13
O -1.211 -0.687 -5.233 0.0 0.0 0.0 -0.49
C -1.265 -1.167 -2.158 0.0 0.0 0.0 0.23
C 0.041 -0.625 -2.504 0.0 0.0 0.0 -1.22
N 0.861 -0.023 -1.720 0.0 0.0 0.0 0.42
C 2.084 0.404 -2.304 0.0 0.0 0.0 -0.34
C 2.878 -0.459 -3.059 0.0 0.0 0.0 0.03
C 4.090 -0.034 -3.578 0.0 0.0 0.0 -0.87
C 4.533 1.260 -3.349 0.0 0.0 0.0 -0.67
C 3.756 2.135 -2.605 0.0 0.0 0.0 -0.51
C 2.547 1.700 -2.087 0.0 0.0 0.0 -0.15
I 1.341 3.064 -1.049 0.0 0.0 0.0 0.27
C -1.824 -1.090 -0.859 0.0 0.0 0.0 0.00
O -1.241 -0.596 0.169 0.1 0.0 0.0 -0.65
H -4.826 -1.860 0.631 0.0 0.0 0.0 0.24
H -3.808 -0.448 0.982 0.0 0.0 0.0 0.35
H -3.242 -2.056 1.391 0.0 0.0 0.0 0.21
H -3.866 -2.725 -3.684 0.0 0.0 0.0 0.35
H -2.205 -2.514 -5.189 0.0 0.0 0.0 0.41
H -0.554 -2.483 -4.606 0.0 0.0 0.0 0.40
H -2.037 -0.242 -5.447 0.0 0.0 0.0 0.34
H 0.312 -0.711 -3.555 0.0 0.0 0.0 0.89
H 2.539 -1.475 -3.222 0.0 0.0 0.0 0.57
H 4.691 -0.718 -4.162 0.0 0.0 0.0 0.42
H 5.479 1.594 -3.753 0.0 0.0 0.0 0.43
H 4.085 3.152 -2.440 0.0 0.0 0.0 0.49
N -6.451 -2.674 -1.739 -0.1 0.1 0.1 -0.11
C -6.962 -1.717 -2.771 0.0 0.0 0.0 -0.65
C -6.830 -0.285 -2.273 0.0 0.0 0.0 -0.27
N -7.098 0.613 -3.378 0.0 0.0 0.0 -0.60
H -6.576 -3.639 -2.038 0.0 0.0 0.0 0.38
H -6.952 -2.565 -0.859 0.0 0.0 0.0 0.40
H -5.365 -2.481 -1.583 0.1 -0.1 -0.2 0.29
H -7.995 -1.970 -3.006 0.0 0.0 0.0 0.46
H -6.358 -1.846 -3.667 0.0 0.0 0.0 0.30
H -5.801 -0.126 -1.944 0.0 0.0 0.0 0.24
H -7.479 -0.137 -1.398 0.0 0.0 0.0 0.32
H -8.087 0.738 -3.552 0.0 0.0 0.0 0.23
H -6.693 1.526 -3.225 0.0 0.0 0.0 0.22

---

85
Properties=species:S:1:pos:R:3:forces:R:3:mulliken_charge:R:1 method="wB97M-V/def2-TZVPD" max_force_ev_per_a=3.461 lumo_ev=-0.864 orbital_gap_ev=7.37 homo_ev=-8.24 total_energy_ha=-3389.93827
Cd 3.028 -2.479 3.239 -0.5 -0.4 -0.1 0.68
C 0.650 -3.800 -1.179 0.4 0.2 -1.0 -0.86
C 1.097 -2.586 -1.539 0.3 -0.3 0.5 -0.52
C 0.338 -1.289 -1.432 0.0 0.3 -0.7 -0.45
C -0.065 -0.819 -0.021 0.3 -0.1 -0.1 0.50
C -1.248 -1.490 0.635 0.6 -0.5 0.4 -0.44
C -2.032 -2.465 0.158 -0.3 0.4 0.7 -0.47
C -1.912 -3.214 -1.146 -0.5 -0.4 -0.3 -0.76
C -0.780 -4.270 -1.206 -0.2 0.1 1.0 -0.53
C 1.155 -2.312 4.240 0.2 0.2 0.2 -0.92
H 1.373 -4.607 -0.977 -0.2 0.3 -0.7 0.41
H 2.119 -2.440 -1.926 -0.2 -0.4 0.9 0.37
H -0.547 -1.321 -2.071 0.2 0.3 0.1 0.03
H 1.006 -0.518 -1.844 -0.2 -0.2 0.1 0.67
H 0.808 -0.909 0.653 -0.3 0.0 -0.2 0.22
H -0.255 0.272 -0.075 -0.1 -0.3 0.0 -0.15
H -1.296 -1.223 1.707 -0.6 0.1 -0.7 0.52
H -2.894 -2.784 0.789 0.9 0.1 -0.3 0.31
H -1.864 -2.552 -2.025 -0.1 -0.4 0.4 0.23
H -2.846 -3.794 -1.243 0.3 0.3 -0.2 0.40
H -0.850 -4.972 -0.361 -0.5 0.1 -0.2 0.34
H -0.971 -4.868 -2.116 0.4 0.2 0.3 0.36
H 0.989 -3.318 4.634 0.2 0.1 -0.1 0.20
H 0.309 -2.057 3.605 0.2 0.2 0.0 0.15
H 1.262 -1.627 5.079 -0.3 0.1 -0.1 0.38
P -1.997 3.392 0.359 -3.0 1.7 0.2 0.03
P 0.385 3.400 -2.110 -0.6 1.2 -3.0 -0.18
N -3.658 2.764 0.420 -0.2 -0.8 -0.1 0.44
N -2.418 4.863 1.301 1.0 0.3 0.4 0.30
N -0.441 2.620 -3.482 -0.8 -0.9 0.5 0.31
N 1.519 4.349 -3.125 0.9 0.5 0.6 0.34
C -2.211 4.186 -1.320 0.4 -0.2 -0.4 -0.64
C -0.900 4.742 -1.902 0.2 0.0 0.5 -1.22
C -4.036 1.602 1.103 -0.9 0.5 -0.4 -0.45
C -5.419 1.472 1.040 1.0 0.5 -0.1 -0.64
C -5.918 2.587 0.293 1.3 0.3 -0.1 -0.76
C -4.820 3.352 -0.083 -0.3 -0.8 0.3 -0.08
C -1.715 5.211 2.460 -0.6 1.1 -0.4 -0.45
C -2.080 6.498 2.845 0.0 -0.9 -0.6 -0.61
C -3.047 6.966 1.895 0.2 -1.2 -0.4 -0.67
C -3.244 5.942 0.976 0.6 0.4 0.6 0.01
C -0.729 1.248 -3.431 -0.4 0.4 -1.0 -0.26
C -1.568 0.910 -4.487 0.7 0.5 0.6 -0.35
C -1.844 2.117 -5.204 0.5 0.5 0.8 -1.18
C -1.190 3.148 -4.541 -0.2 -0.6 -0.1 -0.02
C 1.476 4.841 -4.433 0.8 0.3 0.2 -0.11
C 2.620 5.595 -4.685 -0.8 -0.7 1.0 -0.58
C 3.393 5.598 -3.478 -0.8 -0.4 0.3 -0.57
C 2.693 4.854 -2.540 -0.1 0.1 -1.1 -0.43
H -2.947 5.005 -1.316 0.3 -0.5 0.2 0.25
H -2.615 3.397 -1.973 0.2 0.1 0.1 0.60
H -1.102 5.260 -2.856 0.3 -0.3 0.4 0.49
H -0.448 5.480 -1.217 -0.2 -0.1 -0.2 0.52
H -3.282 0.964 1.536 -0.1 0.0 0.1 0.39
H -6.010 0.674 1.464 0.1 0.0 0.0 0.41
H -6.946 2.814 0.052 0.1 -0.1 0.0 0.44
H -4.771 4.228 -0.714 -0.1 -0.2 0.2 0.30
H -1.020 4.512 2.894 0.0 0.0 0.0 0.39
H -1.712 7.045 3.700 0.0 -0.1 -0.1 0.40
H -3.540 7.930 1.879 0.0 -0.2 0.0 0.42
H -3.894 5.909 0.116 0.1 0.1 0.3 0.17
H -0.321 0.643 -2.642 0.0 0.1 -0.1 -0.09
H -1.936 -0.082 -4.725 0.1 0.2 0.1 0.46
H -2.441 2.217 -6.105 0.1 0.0 0.3 0.44
H -1.227 4.212 -4.731 0.0 -0.3 0.0 0.46
H 0.660 4.612 -5.090 0.1 -0.1 0.0 0.29
H 2.865 6.095 -5.613 -0.1 -0.1 0.1 0.43
H 4.335 6.105 -3.321 -0.1 -0.1 0.1 0.41
H 2.910 4.631 -1.510 0.1 -0.1 0.1 0.35
O 1.299 -6.893 3.097 0.5 0.3 0.5 -0.60
S 2.288 -6.332 3.981 0.9 0.8 -0.5 1.06
O 1.958 -6.058 5.359 0.2 -0.3 -0.8 -0.62
N 2.976 -4.926 3.288 0.3 -0.5 0.1 -0.68
C 4.281 -5.007 3.055 -2.6 0.4 0.5 0.99
S 5.033 -3.649 2.350 0.7 0.4 0.1 -0.57
C 4.852 -6.291 3.409 0.6 -1.4 0.3 0.21
C 6.183 -6.718 3.305 -0.5 -0.1 -0.2 -0.67
C 6.446 -8.095 3.365 -0.6 0.0 0.1 -0.40
C 5.402 -9.012 3.619 0.2 0.5 0.1 -0.49
C 4.113 -8.547 3.946 0.1 0.2 -0.2 -0.43
C 3.848 -7.184 3.816 0.8 -0.9 0.0 0.24
H 6.963 -5.972 3.130 -0.2 -0.4 -0.1 0.38
H 7.459 -8.454 3.191 -0.3 0.0 0.1 0.37
H 5.598 -10.092 3.555 -0.1 0.6 0.3 0.37
H 3.323 -9.233 4.255 0.2 0.1 -0.2 0.40